Here is a cluster of 2 separate species, C4H14NOS in total from the Open Molecules 2025 dataset. Energies are from ωB97M-V/def2-TZVPD.

Properties
Orbital gap   9.246 eV
Energy relative to the best compared isomer or geometry (same formula, charge and spin)   66.0 kJ/mol
E_HOMO   -12.55 eV

Structure (ORCA input):
```
! wB97M-V def2-TZVPD RIJCOSX def2/J DEFGRID3
* xyz 1 1
C -1.15 0.04 1.13
C -1.37 -0.70 -0.18
C -0.16 -1.51 -0.64
S 1.47 -0.81 -0.34
C 1.40 0.72 -1.32
N -0.34 -0.70 2.14
H -0.76 1.02 0.96
H -2.09 0.33 1.58
H -1.55 0.09 -0.89
H -2.25 -1.33 -0.15
H -0.21 -1.77 -1.70
H -0.19 -2.50 -0.21
H 0.39 0.84 -1.68
H 2.05 0.66 -2.18
H 1.71 1.56 -0.70
H -0.52 -1.70 2.09
H 0.66 -0.57 1.94
H -0.48 -0.36 3.10
H -0.80 3.74 -1.08
H -1.67 3.52 0.15
O -0.93 3.14 -0.34
*
```

natural (NBO) atomic charge list, values in e, 2 entries:
1. C -0.25
2. C -0.44

=====

Here is a structure of composition C53H60AsCl5N4O3STi from the Open Molecules 2025 dataset. Energies are from ωB97M-V/def2-TZVPD.

Properties
Orbital gap (spin up / spin down)   5.489 / 5.487 eV
Energy relative to the best compared isomer or geometry (same formula, charge and spin)   306.8 kJ/mol
E_HOMO (spin up / spin down)   -12.61 / -12.61 eV

Structure (ORCA input):
```
! wB97M-V def2-TZVPD RIJCOSX def2/J DEFGRID3
* xyz 2 1
Ti -0.05 0.09 0.32
C -4.89 -2.34 -4.55
C -3.45 -2.55 -5.03
C -3.26 -1.80 -6.35
C -3.23 -4.05 -5.26
C -2.44 -2.03 -4.02
C -2.80 -1.44 -2.83
C -1.79 -0.99 -1.95
N -1.94 -0.60 -0.64
C -3.03 -0.55 0.07
C -4.37 -0.32 -0.37
C -5.39 -0.55 0.49
C -5.08 -1.12 1.78
C -3.85 -1.37 2.30
C -2.71 -0.96 1.47
O -1.51 -1.05 1.75
C -3.80 -2.08 3.66
C -4.59 -3.40 3.53
C -4.46 -1.19 4.71
C -2.39 -2.44 4.13
C -6.83 -0.29 0.07
C -7.19 -1.28 -1.05
C -6.95 1.15 -0.47
C -7.82 -0.46 1.22
C -0.43 -1.16 -2.26
O 0.40 -0.77 -1.27
C -0.03 -1.77 -3.46
C -1.06 -2.18 -4.29
C 1.43 -1.93 -3.85
C 1.61 -2.76 -5.12
C 1.98 -0.53 -4.14
C 2.20 -2.64 -2.72
H -5.58 -2.72 -5.30
H -5.09 -2.87 -3.62
H -5.12 -1.28 -4.41
H -3.98 -2.14 -7.09
H -3.40 -0.72 -6.22
H -2.26 -1.96 -6.77
H -3.96 -4.43 -5.97
H -2.24 -4.26 -5.66
H -3.34 -4.61 -4.33
H -3.84 -1.38 -2.55
H -4.55 0.06 -1.36
H -5.92 -1.39 2.39
H -5.65 -3.23 3.35
H -4.20 -4.02 2.74
H -4.51 -3.95 4.47
H -5.52 -1.05 4.50
H -4.39 -1.67 5.69
H -4.00 -0.21 4.77
H -1.86 -3.07 3.41
H -1.79 -1.56 4.31
H -2.48 -3.00 5.06
H -6.56 -1.13 -1.93
H -7.07 -2.31 -0.72
H -8.23 -1.14 -1.34
H -6.33 1.31 -1.35
H -7.98 1.34 -0.76
H -6.67 1.88 0.29
H -7.87 -1.48 1.58
H -7.59 0.19 2.06
H -8.82 -0.20 0.87
H -0.80 -2.66 -5.22
H 1.15 -2.29 -5.99
H 2.68 -2.85 -5.33
H 1.21 -3.77 -5.01
H 1.56 -0.15 -5.07
H 1.74 0.18 -3.35
H 3.06 -0.56 -4.26
H 1.88 -3.68 -2.66
H 3.27 -2.63 -2.94
H 2.04 -2.18 -1.75
N -2.15 2.30 -1.21
N -1.43 3.05 -2.12
C -0.09 3.10 -2.07
N 0.50 3.95 -2.91
S 0.91 2.19 -1.05
H -2.86 1.77 -1.70
H -2.59 2.91 -0.52
H -1.92 3.70 -2.73
H -0.01 4.50 -3.58
H 1.51 3.94 -2.98
Cl 0.61 -0.54 3.65
C 2.01 -0.57 2.63
C 1.88 -0.35 1.26
C 3.09 -0.38 0.57
Cl 3.17 -0.03 -1.11
C 4.33 -0.61 1.18
Cl 5.79 -0.61 0.28
C 4.39 -0.83 2.56
Cl 5.89 -1.07 3.34
C 3.21 -0.80 3.30
Cl 3.27 -1.04 5.00
O -0.60 1.46 1.42
As -0.12 2.73 2.51
C -1.20 2.83 4.07
C -1.71 1.73 4.75
C -2.37 1.91 5.96
C -2.51 3.19 6.49
C -2.00 4.28 5.81
C -1.35 4.11 4.59
C 1.71 2.63 2.98
C 2.71 2.67 2.01
C 4.04 2.57 2.39
C 4.36 2.42 3.74
C 3.37 2.39 4.70
C 2.03 2.49 4.33
C -0.50 4.31 1.52
C 0.52 5.17 1.14
C 0.21 6.30 0.38
C -1.10 6.56 0.03
C -2.12 5.70 0.42
C -1.82 4.57 1.17
H -1.62 0.73 4.34
H -2.77 1.06 6.48
H -3.01 3.33 7.43
H -2.11 5.28 6.22
H -0.96 4.99 4.08
H 2.46 2.78 0.96
H 4.81 2.59 1.64
H 5.40 2.33 4.03
H 3.62 2.28 5.74
H 1.26 2.44 5.09
H 1.54 4.98 1.42
H 1.00 6.98 0.09
H -1.34 7.45 -0.54
H -3.15 5.93 0.17
H -2.63 3.92 1.50
*
```

Löwdin atomic charge list, values in e, 2 entries:
1. Ti 1.07
2. C -0.06

=====

Here is a structure of composition C29H24MnN3O5S from the Open Molecules 2025 dataset. Energies are from ωB97M-V/def2-TZVPD.

Properties
Orbital gap (spin up / spin down)   6.895 / 6.270 eV
Energy relative to the best compared isomer or geometry (same formula, charge and spin)   0.0 kJ/mol
E_HOMO (spin up / spin down)   -4.60 / -3.95 eV
<S²>   0.792

Structure (ORCA input):
```
! wB97M-V def2-TZVPD RIJCOSX def2/J DEFGRID3
* xyz -1 2
Mn -0.15 0.81 0.90
N -0.38 -1.59 4.23
C -0.23 -0.62 3.30
O -0.42 -0.89 2.11
C 0.15 0.76 3.73
C 0.82 1.49 2.56
H -0.68 -2.50 3.95
H -0.24 -1.39 5.20
H 0.73 0.71 4.66
H -0.79 1.26 3.98
H 1.89 1.28 2.55
H 0.69 2.57 2.71
O 0.33 2.94 -1.10
C 0.14 2.15 -0.28
C 10.30 -2.94 -1.26
C 8.90 -2.50 -0.90
O 8.58 -2.14 0.20
S 7.78 -2.61 -2.29
C 6.28 -1.95 -1.63
C 5.93 -0.63 -1.90
C 4.73 -0.12 -1.43
C 3.86 -0.90 -0.67
C 4.24 -2.23 -0.39
C 5.43 -2.74 -0.87
C 2.62 -0.38 -0.19
C 1.56 0.08 0.22
H 10.82 -3.25 -0.35
H 10.82 -2.09 -1.70
H 10.29 -3.75 -1.98
H 6.59 -0.01 -2.49
H 4.45 0.90 -1.65
H 3.57 -2.84 0.20
H 5.70 -3.77 -0.66
O -2.58 2.89 3.46
C -2.86 2.21 2.49
N -4.19 1.93 2.12
C -4.22 1.27 0.82
C -2.72 0.98 0.68
O -2.19 0.24 -0.17
N -2.01 1.60 1.61
C -4.72 2.20 -0.28
C -6.00 2.75 -0.15
C -6.50 3.61 -1.11
C -5.73 3.93 -2.22
C -4.47 3.39 -2.36
C -3.96 2.52 -1.39
C -5.03 -0.02 0.82
C -5.75 -0.43 1.93
C -6.49 -1.60 1.89
C -6.51 -2.38 0.75
C -5.78 -1.98 -0.37
C -5.05 -0.81 -0.33
H -4.86 2.65 2.34
H -6.61 2.48 0.70
H -7.49 4.03 -0.99
H -6.12 4.60 -2.97
H -3.86 3.63 -3.22
H -2.97 2.10 -1.51
H -5.71 0.17 2.83
H -7.05 -1.91 2.77
H -7.09 -3.30 0.72
H -5.78 -2.59 -1.26
H -4.47 -0.50 -1.20
*
```

natural (NBO) atomic charge list, values in e, 2 entries:
1. Mn 0.47
2. N -0.81

=====

Here is a structure of composition H16O8Sn from the Open Molecules 2025 dataset. Energies are from ωB97M-V/def2-TZVPD.

Properties
Orbital gap   10.527 eV
Energy relative to the best compared isomer or geometry (same formula, charge and spin)   49.6 kJ/mol
E_HOMO   -17.53 eV

Structure (ORCA input):
```
! wB97M-V def2-TZVPD RIJCOSX def2/J DEFGRID3
* xyz 2 1
Sn 0.08 0.16 0.11
O 2.28 1.09 -1.09
H 3.02 1.28 -0.55
H 2.56 0.93 -1.99
O -1.67 2.29 0.93
H -2.48 1.98 0.55
H -1.39 3.20 0.67
O 1.42 1.74 1.63
H 1.43 1.58 2.60
H 2.03 2.41 1.45
O 2.28 -1.30 0.39
H 2.53 -2.15 0.59
H 2.88 -1.04 -0.30
O -2.12 -0.37 1.97
H -2.97 0.04 1.80
H -2.10 -0.44 2.90
O -2.15 0.01 -1.04
H -3.01 -0.24 -0.76
H -2.13 -0.39 -1.92
O -0.49 -2.28 0.25
H 0.16 -3.00 0.42
H -1.05 -2.68 -0.44
O 0.43 -0.84 -2.36
H 0.36 -0.26 -3.11
H 0.10 -1.70 -2.67
*
```

natural (NBO) atomic charge list, values in e, 2 entries:
1. Sn 1.65
2. O -0.97